Molecular formula: C41H93N3O21P5
Method: DFT, the ωB97M-V functional and the def2-TZVPD basis

## Properties
Multiplicity: 1
E, eV: -137940.5178
Charge: +1
HOMO-LUMO gap, eV: 6.6

Last columns: bonded neighbours and bond lengths (Å).
Positions of all 163 atoms, in Å:
1 C -0.347 2.529 3.014  C2 1.516, H16 1.091, H17 1.088, H18 1.088
2 C -0.893 1.997 1.704  C1 1.516, O3 1.198, N4 1.447
3 O -1.892 2.483 1.256  C2 1.198
4 N -0.244 0.954 0.940  C2 1.447, C5 1.475, C6 1.475
5 C 0.174 -0.119 1.862  N4 1.475, H19 1.087, H20 1.091, H21 1.098
6 C 0.959 1.431 0.233  N4 1.475, C7 1.538, H22 1.093, H23 1.104
7 C 0.891 2.882 -0.274  C6 1.538, C8 1.548, H24 1.092, H25 1.087
8 C 1.764 3.840 0.572  C7 1.548, C9 1.551, H26 1.091, H27 1.090
9 C 3.195 3.915 -0.022  C8 1.551, C10 1.499, H28 1.092, H29 1.088
10 C 4.248 4.037 1.037  C9 1.499, C11 1.384, C15 1.409
11 C 4.613 2.957 1.821  C10 1.384, C12 1.381, H30 1.081
12 C 5.616 3.164 2.746  C11 1.381, N13 1.325, H31 1.081
13 N 6.165 4.368 2.818  C12 1.325, N14 1.308, H32 1.014
14 N 5.845 5.427 2.119  N13 1.308, C15 1.306
15 C 4.899 5.272 1.231  C10 1.409, N14 1.306, H33 1.081
16 H -0.217 3.602 2.872  C1 1.091
17 H -1.087 2.389 3.799  C1 1.088
18 H 0.613 2.109 3.308  C1 1.088
19 H -0.679 -0.566 2.367  C5 1.087
20 H 0.703 -0.866 1.267  C5 1.091
21 H 0.914 0.241 2.588  C5 1.098
22 H 1.081 0.781 -0.637  C6 1.093
23 H 1.879 1.302 0.830  C6 1.104
24 H 1.342 2.877 -1.269  C7 1.092
25 H -0.124 3.248 -0.403  C7 1.087
26 H 1.799 3.516 1.614  C8 1.091
27 H 1.290 4.822 0.550  C8 1.090
28 H 3.384 2.966 -0.529  C9 1.092
29 H 3.261 4.747 -0.719  C9 1.088
30 H 4.142 1.989 1.721  C11 1.081
31 H 5.985 2.385 3.397  C12 1.081
32 H 6.918 4.508 3.483  N13 1.014
33 H 4.623 6.135 0.642  C15 1.081
34 O -1.175 1.005 -3.825  P35 1.470
35 P -2.325 0.098 -3.948  O34 1.470, O36 1.601, O39 1.623, O42 1.572
36 O -3.334 0.626 -5.074  P35 1.601, C37 1.437
37 C -2.834 0.874 -6.398  O36 1.437, C38 1.516, H45 1.092, H46 1.089
38 C -2.385 -0.393 -7.100  C37 1.516, H47 1.093, H48 1.090, H49 1.090
39 O -3.247 0.415 -2.651  P35 1.623, C40 1.431
40 C -2.668 0.991 -1.476  O39 1.431, C41 1.510, H50 1.089, H51 1.092
41 C -3.038 2.448 -1.345  C40 1.510, H52 1.092, H53 1.083, H54 1.092
42 O -2.524 -1.462 -3.961  P35 1.572, C43 1.439
43 C -3.723 -2.141 -3.548  O42 1.439, C44 1.511, H55 1.087, H56 1.091
44 C -4.814 -2.151 -4.594  C43 1.511, H57 1.089, H58 1.090, H59 1.089
45 H -2.018 1.598 -6.350  C37 1.092
46 H -3.652 1.337 -6.947  C37 1.089
47 H -1.527 -0.842 -6.593  C38 1.093
48 H -2.097 -0.173 -8.128  C38 1.090
49 H -3.182 -1.135 -7.109  C38 1.090
50 H -1.586 0.865 -1.484  C40 1.089
51 H -3.054 0.431 -0.621  C40 1.092
52 H -2.823 2.995 -2.265  C41 1.092
53 H -2.489 2.898 -0.526  C41 1.083
54 H -4.107 2.560 -1.155  C41 1.092
55 H -4.089 -1.760 -2.597  C43 1.087
56 H -3.407 -3.168 -3.361  C43 1.091
57 H -5.310 -1.184 -4.666  C44 1.089
58 H -5.566 -2.890 -4.317  C44 1.090
59 H -4.415 -2.403 -5.575  C44 1.089
60 O -4.759 -5.181 0.376  P61 1.466
61 P -3.659 -5.161 1.345  O60 1.466, O62 1.609, O65 1.619, O68 1.577
62 O -2.255 -4.993 0.577  P61 1.609, C63 1.430
63 C -2.085 -3.884 -0.310  O62 1.430, C64 1.518, H71 1.092, H72 1.089
64 C -2.087 -2.552 0.419  C63 1.518, H73 1.093, H74 1.092, H75 1.091
65 O -3.496 -6.698 1.826  P61 1.619, C66 1.430
66 C -4.579 -7.628 1.746  O65 1.430, C67 1.514, H76 1.089, H77 1.092
67 C -4.350 -8.595 0.604  C66 1.514, H78 1.090, H79 1.091, H80 1.092
68 O -3.376 -4.489 2.743  P61 1.577, C69 1.437
69 C -2.480 -5.010 3.739  O68 1.437, C70 1.512, H81 1.087, H82 1.090
70 C -1.024 -4.712 3.462  C69 1.512, H83 1.089, H84 1.091, H85 1.090
71 H -2.865 -3.902 -1.073  C63 1.092
72 H -1.128 -4.029 -0.809  C63 1.089
73 H -3.058 -2.355 0.882  C64 1.093
74 H -1.870 -1.739 -0.276  C64 1.092
75 H -1.340 -2.547 1.214  C64 1.091
76 H -5.535 -7.118 1.635  C66 1.089
77 H -4.605 -8.169 2.695  C66 1.092
78 H -4.145 -8.059 -0.322  C67 1.090
79 H -5.220 -9.236 0.457  C67 1.091
80 H -3.484 -9.227 0.809  C67 1.092
81 H -2.644 -6.072 3.902  C69 1.087
82 H -2.776 -4.513 4.663  C69 1.090
83 H -0.626 -5.348 2.672  C70 1.089
84 H -0.442 -4.901 4.365  C70 1.091
85 H -0.886 -3.673 3.164  C70 1.090
86 O 1.026 3.597 -7.948  P87 1.466
87 P 2.467 3.547 -8.214  O86 1.466, O88 1.604, O91 1.627, O94 1.576
88 O 2.781 2.503 -9.390  P87 1.604, C89 1.435
89 C 2.116 2.656 -10.653  O88 1.435, C90 1.516, H97 1.092, H98 1.089
90 C 2.530 3.918 -11.384  C89 1.516, H99 1.093, H100 1.090, H101 1.090
91 O 3.084 2.708 -6.964  P87 1.627, C92 1.429
92 C 2.390 2.644 -5.717  O91 1.429, C93 1.512, H102 1.090, H103 1.095
93 C 1.740 1.290 -5.536  C92 1.512, H104 1.090, H105 1.090, H106 1.093
94 O 3.639 4.593 -8.345  P87 1.576, C95 1.436
95 C 5.023 4.320 -8.081  O94 1.436, C96 1.512, H107 1.087, H108 1.091
96 C 5.729 3.610 -9.215  C95 1.512, H109 1.089, H110 1.091, H111 1.089
97 H 1.035 2.637 -10.499  C89 1.092
98 H 2.381 1.778 -11.241  C89 1.089
99 H 2.223 4.812 -10.835  C90 1.093
100 H 2.071 3.950 -12.372  C90 1.090
101 H 3.613 3.963 -11.498  C90 1.090
102 H 1.648 3.438 -5.643  C92 1.090
103 H 3.132 2.814 -4.931  C92 1.095
104 H 1.131 1.035 -6.403  C93 1.090
105 H 1.106 1.274 -4.649  C93 1.090
106 H 2.501 0.512 -5.438  C93 1.093
107 H 5.150 3.790 -7.140  C95 1.087
108 H 5.476 5.302 -7.941  C95 1.091
109 H 5.458 2.556 -9.259  C96 1.089
110 H 6.807 3.670 -9.060  C96 1.091
111 H 5.485 4.064 -10.174  C96 1.089
112 O 2.002 8.730 2.165  P113 1.471
113 P 2.367 10.017 2.776  O112 1.471, O114 1.605, O117 1.629, O120 1.564
114 O 3.719 10.572 2.112  P113 1.605, C115 1.435
115 C 3.781 10.743 0.689  O114 1.435, C116 1.516, H123 1.093, H124 1.089
116 C 2.849 11.828 0.188  C115 1.516, H125 1.093, H126 1.090, H127 1.089
117 O 2.956 9.613 4.240  P113 1.629, C118 1.424
118 C 2.563 8.395 4.865  O117 1.424, C119 1.512, H128 1.089, H129 1.091
119 C 3.679 7.380 4.759  C118 1.512, H130 1.092, H131 1.093, H132 1.091
120 O 1.615 11.319 3.210  P113 1.564, C121 1.443
121 C 2.038 12.226 4.249  O120 1.443, C122 1.511, H133 1.087, H134 1.089
122 C 3.124 13.182 3.812  C121 1.511, H135 1.089, H136 1.090, H137 1.089
123 H 3.562 9.791 0.198  C115 1.093
124 H 4.814 11.001 0.461  C115 1.089
125 H 1.804 11.561 0.357  C116 1.093
126 H 2.992 11.985 -0.881  C116 1.090
127 H 3.034 12.767 0.708  C116 1.089
128 H 1.648 8.004 4.422  C118 1.089
129 H 2.349 8.621 5.911  C118 1.091
130 H 4.009 7.294 3.722  C119 1.092
131 H 3.353 6.400 5.114  C119 1.093
132 H 4.544 7.691 5.346  C119 1.091
133 H 2.316 11.690 5.152  C121 1.087
134 H 1.142 12.793 4.497  C121 1.089
135 H 4.094 12.690 3.753  C122 1.089
136 H 3.204 13.988 4.542  C122 1.090
137 H 2.900 13.611 2.837  C122 1.089
138 O -2.197 -9.841 7.042  P139 1.467
139 P -2.852 -11.014 6.451  O138 1.467, O140 1.605, O143 1.626, O146 1.573
140 O -2.081 -12.355 6.879  P139 1.605, C141 1.434
141 C -1.882 -12.631 8.272  O140 1.434, C142 1.516, H149 1.092, H150 1.089
142 C -3.180 -12.899 9.008  C141 1.516, H151 1.093, H152 1.090, H153 1.089
143 O -2.428 -10.973 4.882  P139 1.626, C144 1.426
144 C -2.044 -9.749 4.260  O143 1.426, C145 1.514, H154 1.090, H155 1.093
145 C -0.546 -9.716 4.043  C144 1.514, H156 1.090, H157 1.091, H158 1.091
146 O -4.333 -11.502 6.243  P139 1.573, C147 1.438
147 C -4.774 -12.387 5.199  O146 1.438, C148 1.512, H159 1.087, H160 1.090
148 C -4.489 -13.845 5.479  C147 1.512, H161 1.089, H162 1.091, H163 1.089
149 H -1.342 -11.801 8.733  C141 1.092
150 H -1.238 -13.508 8.316  C141 1.089
151 H -3.817 -12.011 9.022  C142 1.093
152 H -2.977 -13.189 10.038  C142 1.090
153 H -3.743 -13.695 8.523  C142 1.089
154 H -2.373 -8.893 4.848  C144 1.090
155 H -2.557 -9.701 3.296  C144 1.093
156 H -0.017 -9.940 4.969  C145 1.090
157 H -0.227 -8.738 3.679  C145 1.091
158 H -0.252 -10.471 3.312  C145 1.091
159 H -4.382 -12.083 4.231  C147 1.087
160 H -5.853 -12.239 5.150  C147 1.090
161 H -3.437 -14.085 5.332  C148 1.089
162 H -5.069 -14.462 4.791  C148 1.091
163 H -4.758 -14.108 6.501  C148 1.089